Density functional theory data (ωB97M-V/def2-TZVPD) for 2 unconnected molecules or ions with the total composition C4H6BrN2.

Summary:
Relative energy (zero: lowest compared OMol25 entry of this formula, charge and spin) ... 73.3 kcal/mol
2S+1 ... 1
E_LUMO ... -5.85 eV
Highest occupied orbital energy ... -14.1 eV
Total charge ... +1
Frontier orbital gap ... 8.28 eV

Positions of all 13 atoms, in Å:
C  3.144  0.738  0.165
C  -1.662  -1.488  0.431
C  2.197  1.001  -0.765
C  -0.017  -0.065  -0.360
N  -1.025  -0.838  -0.488
N  1.030  0.433  -0.522
Br  -4.072  0.192  0.732
H  4.150  1.125  0.030
H  2.963  -0.047  0.922
H  -1.410  -1.270  1.509
H  -2.344  -2.210  -0.038
H  2.283  1.589  -1.654
H  -5.237  0.841  0.037

***

Density functional theory data (ωB97M-V/def2-TZVPD) for 4 unconnected molecules or ions with the total composition C35H68N6O3.

Summary:
2S+1 ... 4
E_LUMO (spin up / spin down) ... -5.72 / -5.72 eV
Highest occupied orbital energy (spin up / spin down) ... -9.8 / -10.5 eV
Total charge ... +1
Frontier orbital gap (spin up / spin down) ... 4.11 / 4.78 eV

Positions of all 112 atoms, in Å:
C  -0.974  1.901  7.688
C  -1.102  3.031  7.227
C  -1.329  4.519  6.818
C  -2.213  5.335  7.887
C  -3.580  5.834  7.235
C  -4.717  4.728  7.206
C  -4.925  3.822  5.920
N  -5.935  2.850  6.526
C  -5.786  2.856  7.956
N  -6.560  2.315  8.912
N  -4.581  3.657  8.234
H  -0.961  0.924  8.244
H  -0.361  5.097  6.654
H  -1.957  4.491  5.865
H  -2.349  4.707  8.816
H  -1.672  6.279  8.231
H  -3.415  6.220  6.188
H  -3.949  6.681  7.903
H  -5.716  5.260  7.286
H  -5.491  4.260  5.037
H  -4.083  3.166  5.538
H  -5.628  1.921  6.185
H  -6.279  1.435  9.369
H  -7.402  2.778  9.259
H  -3.786  3.114  7.829
C  -0.389  3.219  -0.457
C  -1.554  2.261  -0.108
C  -2.892  2.981  -0.353
C  -3.171  4.069  0.679
C  -3.081  3.515  2.097
C  -1.795  2.713  2.388
N  -1.427  1.765  1.297
O  -2.212  0.683  1.419
C  -0.613  3.673  2.649
C  -1.989  2.004  3.751
C  -1.397  1.125  -1.143
H  -0.299  3.343  -1.539
H  -0.518  4.228  -0.067
H  0.566  2.827  -0.097
H  -3.717  2.259  -0.335
H  -2.903  3.424  -1.353
H  -2.480  4.908  0.555
H  -4.172  4.478  0.512
H  -3.171  4.345  2.809
H  -3.958  2.877  2.264
H  0.327  3.120  2.734
H  -0.749  4.217  3.589
H  -0.493  4.439  1.887
H  -2.889  1.383  3.774
H  -2.102  2.735  4.557
H  -1.131  1.374  3.997
H  -0.435  0.620  -1.027
H  -1.444  1.518  -2.161
H  -2.188  0.375  -1.074
C  3.433  0.227  -6.027
C  2.908  1.299  -5.042
C  4.085  2.170  -4.569
C  5.024  1.427  -3.626
C  4.262  0.827  -2.450
C  3.021  0.001  -2.847
N  2.182  0.658  -3.902
O  1.441  1.621  -3.308
C  3.443  -1.403  -3.332
C  2.229  -0.294  -1.550
C  1.968  2.158  -5.920
H  3.687  0.676  -6.991
H  4.345  -0.265  -5.696
H  2.675  -0.539  -6.218
H  3.709  3.065  -4.060
H  4.655  2.532  -5.431
H  5.571  0.645  -4.160
H  5.783  2.120  -3.250
H  4.947  0.208  -1.862
H  3.959  1.651  -1.792
H  2.586  -1.952  -3.732
H  3.847  -1.998  -2.510
H  4.225  -1.390  -4.088
H  1.975  0.617  -1.004
H  2.820  -0.905  -0.864
H  1.304  -0.838  -1.762
H  1.142  1.557  -6.312
H  2.512  2.572  -6.772
H  1.548  3.011  -5.384
C  -0.087  -6.820  -2.453
C  0.793  -5.937  -3.370
C  0.643  -6.413  -4.826
C  1.320  -7.756  -5.078
C  2.781  -7.724  -4.645
C  3.013  -7.182  -3.220
N  2.216  -5.955  -2.913
O  2.839  -4.913  -3.485
C  2.691  -8.273  -2.173
C  4.537  -6.961  -3.050
C  0.156  -4.535  -3.231
H  -1.145  -6.580  -2.582
H  -0.011  -7.884  -2.664
H  0.154  -6.657  -1.398
H  1.069  -5.670  -5.511
H  -0.417  -6.490  -5.089
H  0.789  -8.561  -4.560
H  1.262  -7.996  -6.144
H  3.200  -8.732  -4.733
H  3.330  -7.106  -5.366
H  2.732  -7.865  -1.159
H  3.419  -9.087  -2.220
H  1.722  -8.745  -2.315
H  4.952  -6.309  -3.822
H  5.076  -7.908  -3.127
H  4.768  -6.527  -2.073
H  0.205  -4.184  -2.196
H  -0.896  -4.561  -3.524
H  0.631  -3.787  -3.869

***

Density functional theory data (ωB97M-V/def2-TZVPD) for HIOS in the gas phase.

Summary:
Relative energy (zero: lowest compared OMol25 entry of this formula, charge and spin) ... 51.3 kcal/mol
2S+1 ... 1
E_LUMO (spin up / spin down) ... -2.37 / -2.51 eV
Highest occupied orbital energy (spin up / spin down) ... -9.1 / -9.0 eV
Frontier orbital gap (spin up / spin down) ... 6.69 / 6.52 eV

Positions of all 4 atoms, in Å:
O  -1.101  0.610  -0.758
S  2.325  -0.313  0.757
I  0.352  -1.037  -0.130
H  -1.577  0.740  0.130

***

Density functional theory data (ωB97M-V/def2-TZVPD) for a molecular structure, C28H22N3OPRh.

Summary:
Relative energy (zero: lowest compared OMol25 entry of this formula, charge and spin) ... 0.0 kcal/mol
2S+1 ... 1
E_LUMO ... -4.43 eV
Highest occupied orbital energy ... -11.8 eV
Total charge ... +1
Frontier orbital gap ... 7.40 eV

Positions of all 56 atoms, in Å:
Rh  -0.632  -1.288  -1.267
C  2.413  3.615  -0.092
C  1.476  3.653  -1.117
C  0.421  2.753  -1.123
C  0.298  1.825  -0.089
C  1.242  1.786  0.938
C  2.300  2.682  0.931
P  -1.022  0.613  -0.121
C  -1.622  0.418  1.556
C  -1.876  -0.855  2.062
C  -2.368  -1.003  3.349
C  -2.617  0.120  4.125
C  -2.370  1.392  3.622
C  -1.867  1.547  2.341
C  -2.235  0.921  -1.376
C  -3.293  1.803  -1.562
C  -4.128  1.536  -2.636
C  -3.910  0.423  -3.451
C  -2.879  -0.481  -3.222
C  -2.031  -0.208  -2.159
H  3.232  4.323  -0.085
H  1.563  4.386  -1.907
H  -0.311  2.778  -1.920
H  1.145  1.068  1.744
H  3.027  2.661  1.732
H  -1.694  -1.735  1.457
H  -2.555  -1.994  3.741
H  -3.004  0.006  5.128
H  -2.565  2.265  4.230
H  -1.658  2.539  1.959
H  -3.465  2.645  -0.906
H  -4.970  2.184  -2.839
H  -4.581  0.243  -4.282
H  -2.761  -1.356  -3.846
C  3.049  0.492  -2.608
C  2.135  -0.326  -1.754
O  0.933  -0.302  -2.071
C  2.667  -1.102  -0.624
C  4.035  -1.041  -0.336
C  4.573  -1.786  0.699
C  3.758  -2.613  1.459
C  2.397  -2.690  1.193
C  1.866  -1.936  0.164
H  2.479  0.936  -3.418
H  3.856  -0.119  -3.014
H  3.496  1.283  -2.003
H  4.688  -0.411  -0.922
H  5.632  -1.726  0.907
H  4.182  -3.203  2.261
H  1.754  -3.335  1.778
H  0.789  -2.023  0.041
N  -1.693  -2.927  -1.031
C  -2.061  -3.751  -0.261
N  -2.475  -4.631  0.527
C  -1.706  -4.904  1.587
N  -1.058  -5.147  2.511

***

Density functional theory data (ωB97M-V/def2-TZVPD) for 2 unconnected molecules or ions with the total composition C36H36N3OS.

Summary:
Relative energy (zero: lowest compared OMol25 entry of this formula, charge and spin) ... 0.0 kcal/mol
2S+1 ... 1
E_LUMO ... -4.70 eV
Highest occupied orbital energy ... -9.5 eV
Total charge ... +1
Frontier orbital gap ... 4.83 eV

Positions of all 77 atoms, in Å:
C  -0.022  -5.202  2.299
C  -0.542  -3.828  1.848
C  -1.664  -4.014  0.823
C  0.548  -2.917  1.274
C  1.694  -2.845  2.254
N  2.709  -1.922  1.743
C  4.015  -1.941  2.225
C  4.780  -0.885  1.730
C  6.108  -0.768  2.170
C  6.654  -1.769  2.992
C  5.852  -2.812  3.475
C  4.507  -2.880  3.116
S  3.821  0.155  0.686
C  2.351  -0.841  0.968
N  1.162  -0.560  0.560
C  0.058  -1.502  0.921
C  -0.841  -0.892  2.002
C  -2.189  -0.669  1.713
C  -3.049  -0.214  2.715
C  -2.555  0.048  3.999
C  -1.198  -0.145  4.271
C  -0.331  -0.579  3.261
H  0.524  -5.710  1.488
H  0.630  -5.125  3.181
H  -0.879  -5.834  2.585
H  -0.955  -3.325  2.747
H  -1.243  -4.399  -0.123
H  -2.391  -4.747  1.207
H  -2.199  -3.071  0.626
H  0.911  -3.386  0.335
H  1.295  -2.527  3.242
H  2.154  -3.824  2.424
H  6.686  0.106  1.877
H  7.708  -1.729  3.269
H  6.267  -3.565  4.137
H  3.840  -3.636  3.502
H  -0.526  -1.564  -0.007
H  -2.560  -0.872  0.704
H  -4.107  -0.070  2.484
H  -3.228  0.411  4.779
H  -0.787  0.047  5.264
H  0.738  -0.673  3.463
C  -4.535  3.291  2.406
O  -3.938  4.334  1.610
C  -2.957  4.015  0.716
C  -2.595  2.686  0.372
C  -1.619  2.473  -0.590
C  -0.974  3.553  -1.249
C  0.011  3.263  -2.262
C  -0.326  2.566  -3.415
C  0.491  2.426  -4.618
C  1.660  3.040  -5.034
C  2.207  2.671  -6.281
C  1.566  1.726  -7.098
C  0.350  1.129  -6.701
C  -0.148  1.487  -5.455
N  -1.372  1.149  -4.852
C  -2.333  0.270  -5.485
C  -1.510  1.816  -3.673
C  -1.342  4.881  -0.872
C  -2.338  5.110  0.051
H  -5.294  3.807  2.993
H  -5.007  2.519  1.784
H  -3.798  2.829  3.075
H  -3.093  1.835  0.847
H  -1.323  1.446  -0.813
H  1.000  3.713  -2.203
H  2.121  3.775  -4.373
H  3.130  3.131  -6.630
H  1.993  1.462  -8.070
H  -0.211  0.450  -7.344
H  -1.893  -0.060  -6.430
H  -2.558  -0.608  -4.864
H  -3.274  0.793  -5.703
H  -2.344  1.664  -2.998
H  -0.834  5.714  -1.370
H  -2.666  6.120  0.297

***

Density functional theory data (ωB97M-V/def2-TZVPD) for a molecular structure, C29H47GeIrN6O2.

Summary:
Relative energy (zero: lowest compared OMol25 entry of this formula, charge and spin) ... 0.0 kcal/mol
2S+1 ... 6
E_LUMO (spin up / spin down) ... -2.13 / -4.28 eV
Highest occupied orbital energy (spin up / spin down) ... -8.8 / -9.5 eV
Total charge ... +1
Frontier orbital gap (spin up / spin down) ... 6.70 / 5.22 eV

Positions of all 86 atoms, in Å:
Ir  -0.743  -0.067  0.610
C  1.690  2.255  0.514
C  2.422  1.735  1.745
C  1.555  0.864  2.667
N  0.871  -0.261  2.041
C  1.451  -1.460  2.063
C  2.824  -1.616  2.324
C  3.615  -2.740  2.498
C  3.252  -4.070  2.581
C  1.959  -4.554  2.452
C  0.794  -3.912  2.082
C  0.521  -2.567  1.744
N  -0.627  -2.152  1.231
C  -1.754  -3.055  1.027
C  -3.054  -2.445  1.531
C  -3.583  -1.306  0.673
N  -2.824  -0.096  0.940
C  -3.443  1.085  0.961
C  -4.715  1.294  0.405
C  -5.571  2.390  0.495
C  -5.498  3.472  1.340
C  -4.446  3.758  2.224
C  -3.187  3.227  2.260
C  -2.604  2.177  1.471
N  -1.316  2.050  1.271
C  -0.468  3.182  1.658
C  0.744  3.425  0.753
H  1.119  1.435  0.082
H  2.412  2.541  -0.255
H  2.805  2.561  2.352
H  3.288  1.162  1.403
H  0.767  1.468  3.108
H  2.170  0.510  3.498
H  3.373  -0.687  2.368
H  4.672  -2.530  2.627
H  4.033  -4.788  2.793
H  1.840  -5.616  2.636
H  -0.054  -4.577  2.031
H  -1.622  -3.998  1.551
H  -1.847  -3.297  -0.034
H  -2.904  -2.077  2.548
H  -3.811  -3.232  1.569
H  -4.640  -1.150  0.897
H  -3.489  -1.564  -0.389
H  -5.061  0.491  -0.232
H  -6.456  2.335  -0.129
H  -6.345  4.144  1.356
H  -4.633  4.554  2.935
H  -2.517  3.659  2.992
H  -0.152  3.063  2.696
H  -1.058  4.101  1.621
H  1.291  4.260  1.200
H  0.381  3.763  -0.221
C  -1.307  2.973  -3.005
C  -1.769  1.989  -1.953
O  -0.662  1.222  -1.449
H  -2.158  3.542  -3.382
H  -0.838  2.461  -3.846
H  -0.584  3.672  -2.585
H  -2.531  1.311  -2.347
H  -2.190  2.509  -1.096
H  -0.477  0.500  -2.068
N  -1.869  -3.215  -2.655
C  -0.863  -2.420  -2.202
N  0.395  -2.870  -2.351
O  -1.117  -1.323  -1.672
H  -1.688  -3.965  -3.300
H  -2.783  -2.798  -2.685
H  0.596  -3.751  -2.789
H  1.167  -2.312  -1.964
C  5.026  0.553  -1.733
Ge  3.493  -0.351  -2.529
C  4.098  -1.745  -3.747
C  2.358  0.928  -3.460
C  2.493  -1.178  -1.081
H  5.718  0.848  -2.522
H  5.553  -0.105  -1.042
H  4.713  1.448  -1.195
H  4.901  -1.377  -4.385
H  3.282  -2.080  -4.389
H  4.472  -2.605  -3.191
H  2.914  1.383  -4.279
H  2.024  1.721  -2.790
H  1.481  0.435  -3.884
H  2.953  -1.954  -0.473
H  1.773  -0.589  -0.517

***

Density functional theory data (ωB97M-V/def2-TZVPD) for a gas-phase ion, C3H5IN (charge +1).

Summary:
Relative energy (zero: lowest compared OMol25 entry of this formula, charge and spin) ... 0.0 kcal/mol
2S+1 ... 3
E_LUMO (spin up / spin down) ... -3.78 / -8.19 eV
Highest occupied orbital energy (spin up / spin down) ... -11.4 / -14.2 eV
Total charge ... +1
Frontier orbital gap (spin up / spin down) ... 7.61 / 6.05 eV

Positions of all 10 atoms, in Å:
C  -0.846  -2.142  -0.261
C  -0.162  -1.198  0.126
C  0.370  0.058  0.544
N  -0.220  1.157  -0.237
I  2.613  0.458  0.089
H  -1.102  -3.145  -0.325
H  0.194  0.416  1.537
H  -0.224  0.849  -1.313
H  0.497  2.005  -0.260
H  -1.121  1.541  0.100

***

Density functional theory data (ωB97M-V/def2-TZVPD) for C2H4ClNO2 in the gas phase.

Summary:
Relative energy (zero: lowest compared OMol25 entry of this formula, charge and spin) ... 58.8 kcal/mol
2S+1 ... 3
E_LUMO (spin up / spin down) ... 0.87 / -3.58 eV
Highest occupied orbital energy (spin up / spin down) ... -7.1 / -10.5 eV
Frontier orbital gap (spin up / spin down) ... 8.02 / 6.90 eV

Positions of all 10 atoms, in Å:
C  0.890  0.761  1.693
C  0.891  0.333  0.281
N  2.066  -0.816  0.185
O  2.364  -1.273  1.250
O  2.574  -1.027  -0.845
Cl  1.533  1.526  -0.896
H  1.630  1.650  1.803
H  1.414  -0.037  2.259
H  -0.016  1.112  2.151
H  0.163  -0.213  -0.215

***

Density functional theory data (ωB97M-V/def2-TZVPD) for a molecular structure, C33H40Cl7N3NiO4SbSi3.

Summary:
Relative energy (zero: lowest compared OMol25 entry of this formula, charge and spin) ... 10.6 kcal/mol
2S+1 ... 3
E_LUMO (spin up / spin down) ... 1.93 / 1.83 eV
Highest occupied orbital energy (spin up / spin down) ... -4.8 / -4.9 eV
Total charge ... -1
Frontier orbital gap (spin up / spin down) ... 6.75 / 6.77 eV

Positions of all 92 atoms, in Å:
Ni  -0.585  -0.715  -1.531
C  -5.769  1.005  5.048
O  -4.461  1.347  4.634
C  -4.337  2.271  3.649
C  -5.403  2.935  3.057
C  -5.157  3.892  2.076
C  -3.871  4.180  1.650
C  -2.806  3.488  2.250
C  -3.036  2.556  3.240
N  -3.718  5.313  0.768
N  -2.799  5.416  -0.076
C  -2.042  4.307  -0.545
C  -0.680  4.495  -0.644
C  0.204  3.456  -0.952
C  -0.270  2.181  -1.243
O  0.476  1.153  -1.457
C  -1.699  2.025  -1.327
N  -2.111  0.818  -1.778
C  -3.399  0.599  -1.907
C  -4.363  1.573  -1.614
C  -3.963  2.799  -1.164
C  -2.587  3.059  -0.976
H  -5.655  0.233  5.804
H  -6.362  0.609  4.219
H  -6.289  1.863  5.483
H  -6.422  2.730  3.356
H  -5.986  4.414  1.609
H  -1.789  3.695  1.948
H  -2.214  2.026  3.708
H  -0.296  5.472  -0.375
H  1.273  3.621  -0.943
H  -3.695  -0.374  -2.280
H  -5.411  1.346  -1.766
H  -4.693  3.572  -0.982
Cl  -0.811  -0.191  1.699
C  -1.887  -1.422  1.093
C  -1.962  -1.628  -0.286
C  -2.922  -2.542  -0.679
Cl  -3.148  -2.797  -2.403
C  -3.738  -3.252  0.199
Cl  -4.926  -4.361  -0.385
C  -3.594  -3.048  1.566
Cl  -4.576  -3.915  2.690
C  -2.668  -2.109  2.018
Cl  -2.518  -1.805  3.712
C  2.976  2.177  -2.916
Si  2.999  0.310  -2.678
C  4.846  -0.047  -2.950
C  1.986  -0.447  -4.072
Sb  2.200  -0.912  -0.515
Si  3.855  -2.906  -0.639
C  5.669  -2.470  -0.358
C  3.456  -4.232  0.629
C  3.726  -3.609  -2.377
Si  3.083  0.431  1.486
C  4.908  0.846  1.274
C  2.192  2.042  1.840
C  2.912  -0.743  2.939
H  3.529  2.400  -3.835
H  3.471  2.700  -2.090
H  1.962  2.572  -3.010
H  5.254  0.650  -3.693
H  5.044  -1.063  -3.300
H  5.396  0.102  -2.017
H  1.964  0.208  -4.949
H  0.956  -0.607  -3.754
H  2.376  -1.424  -4.369
H  5.853  -2.202  0.688
H  5.999  -1.639  -0.987
H  6.293  -3.344  -0.594
H  3.993  -4.045  1.566
H  3.741  -5.223  0.259
H  2.386  -4.245  0.844
H  4.399  -3.087  -3.060
H  2.706  -3.516  -2.763
H  3.989  -4.672  -2.388
H  5.048  1.570  0.464
H  5.488  -0.048  1.030
H  5.319  1.281  2.196
H  2.572  2.837  1.191
H  2.353  2.341  2.882
H  1.114  1.969  1.667
H  3.391  -1.700  2.708
H  1.858  -0.946  3.151
H  3.375  -0.333  3.844
Cl  0.766  -5.731  -3.085
C  -0.563  -4.891  -2.233
Cl  -1.392  -6.014  -1.141
C  0.023  -3.649  -1.484
O  0.088  -2.611  -2.248
O  0.373  -3.791  -0.327
H  -1.269  -4.581  -2.985

***

One value per record, in order, for largest force on an atom: 5.3 4.6 3.1 0.8 2.3 0.7 4.5 11.4 0.9 eV/A.